# 1
{"formula": "CH3ClN4O", "method": "the ωB97M-V functional and the def2-TZVPD basis", "relative_energy_kj_mol": 0.0, "e_tot_ev": -21610.1851, "total_charge": 0, "homo_lumo_gap_ha": [0.301, 0.292], "multiplicity": 3, "species": ["C", "N", "N", "N", "N", "O", "Cl", "H", "H", "H"], "coordinates": [[0.3009, -0.0036, 0.4180], [-1.1524, -0.2192, 2.2982], [-0.4766, -0.6946, 1.3680], [0.7174, 0.4860, -1.9035], [-0.0596, -0.1324, -0.9079], [1.3599, 0.3990, 0.8299], [-1.6509, -0.4444, -1.2752], [-1.3366, -1.0963, 2.9151], [1.7215, 0.2322, -1.8549], [0.5764, 1.4732, -1.8876]]}



# 2
{"formula": "C10H18BrCl8FO4S", "method": "the ωB97M-V functional and the def2-TZVPD basis", "e_tot_ev": -202614.3147, "total_charge": 0, "homo_lumo_gap_ha": 0.281, "species": ["O", "C", "Br", "C", "O", "S", "O", "O", "F", "H", "H", "Cl", "C", "C", "Cl", "H", "H", "H", "H", "Cl", "C", "C", "Cl", "H", "H", "H", "H", "Cl", "C", "C", "Cl", "H", "H", "H", "H", "Cl", "C", "C", "Cl", "H", "H", "H", "H"], "coordinates": [[-0.7773, -3.0763, 0.3654], [-1.3211, -2.9637, -0.8765], [-1.3599, -4.5055, -2.1801], [-1.9084, -1.4383, -1.2294], [-0.6841, -0.5789, -1.3282], [-0.4272, -0.4906, -3.0358], [0.1814, -1.8063, -3.5824], [0.8176, 0.7092, -3.1893], [1.7341, 0.2754, -2.3160], [-2.4998, -1.3994, -2.2393], [-2.5982, -1.0880, -0.3232], [4.8514, -1.0897, -3.9276], [3.4577, -2.0887, -4.4076], [3.7598, -3.5765, -4.3221], [4.9402, -4.0951, -5.5516], [3.1612, -1.7953, -5.4195], [2.6386, -1.8368, -3.7272], [2.8468, -4.1521, -4.4985], [4.1521, -3.8520, -3.3382], [-3.0825, 4.0199, -1.8625], [-1.9339, 3.4811, -0.6132], [-0.8548, 2.5708, -1.1780], [-1.5055, 0.9933, -1.6899], [-2.5022, 2.9874, 0.1813], [-1.4767, 4.3825, -0.1939], [-0.1011, 2.3679, -0.4121], [-0.3536, 3.0258, -2.0380], [-3.4199, -0.5258, 1.5172], [-2.2974, 0.2346, 2.6714], [-2.9957, 1.2352, 3.5788], [-3.5416, 2.6808, 2.6922], [-1.4892, 0.7034, 2.1014], [-1.8661, -0.5722, 3.2715], [-2.3044, 1.5815, 4.3521], [-3.8660, 0.7920, 4.0728], [0.4794, 2.1702, 3.3778], [1.4447, 1.8699, 4.8435], [1.9219, 0.4289, 4.9329], [0.5799, -0.7077, 5.2176], [0.8400, 2.1487, 5.7122], [2.3057, 2.5436, 4.7988], [2.6134, 0.3176, 5.7727], [2.4406, 0.1191, 4.0204]]}



# 3
{"formula": "C49H107Cl6Cu3N4O19P3", "method": "the ωB97M-V functional and the def2-TZVPD basis", "e_tot_ev": -334328.2992, "total_charge": -1, "homo_lumo_gap_ha": 0.161, "species": ["Cu", "Cu", "Cu", "C", "C", "C", "C", "C", "C", "N", "O", "C", "C", "C", "H", "H", "H", "H", "H", "H", "H", "H", "H", "H", "H", "H", "H", "H", "H", "H", "H", "H", "C", "C", "C", "C", "C", "C", "N", "O", "C", "C", "C", "H", "H", "H", "H", "H", "H", "H", "H", "H", "H", "H", "H", "H", "H", "H", "H", "H", "H", "C", "O", "O", "O", "C", "O", "N", "C", "C", "H", "H", "H", "H", "H", "H", "H", "C", "O", "N", "C", "C", "H", "H", "H", "H", "H", "H", "H", "Cl", "C", "C", "Cl", "H", "H", "H", "H", "Cl", "C", "C", "Cl", "H", "H", "H", "H", "Cl", "C", "C", "Cl", "H", "H", "H", "H", "C", "C", "O", "P", "O", "O", "C", "C", "O", "C", "C", "H", "H", "H", "H", "H", "H", "H", "H", "H", "H", "H", "H", "H", "H", "H", "C", "C", "O", "P", "O", "O", "C", "C", "O", "C", "C", "H", "H", "H", "H", "H", "H", "H", "H", "H", "H", "H", "H", "H", "H", "H", "C", "C", "O", "P", "O", "O", "C", "C", "O", "C", "C", "H", "H", "H", "H", "H", "H", "H", "H", "H", "H", "H", "H", "H", "H", "H"], "coordinates": [[2.3705, -1.2485, 0.7945], [2.3072, -2.1035, -2.4728], [4.0938, 0.4745, -2.1355], [-1.0838, 0.8792, -1.3467], [0.0208, 1.7961, -1.7629], [-0.5088, 3.3358, -1.6991], [-0.3581, 3.9403, -0.2991], [1.0871, 3.6858, 0.1886], [1.5008, 2.2020, 0.4068], [1.2993, 1.5990, -0.9654], [1.8687, 0.2679, -1.0643], [0.7176, 1.6275, 1.6300], [2.9584, 2.3249, 0.7927], [0.3942, 1.6049, -3.3085], [-1.5421, 1.0828, -0.3790], [-0.8333, -0.1815, -1.3305], [-1.9270, 0.8187, -2.0349], [-1.5724, 3.2974, -1.9345], [0.1244, 3.9350, -2.3534], [-1.1490, 3.5181, 0.3208], [-0.6165, 4.9787, -0.5067], [1.1628, 4.2212, 1.1349], [1.7185, 4.0975, -0.5988], [-0.2813, 1.2935, 1.3494], [0.7220, 2.2371, 2.5336], [1.1026, 0.6586, 1.9478], [3.5638, 1.4656, 0.5040], [3.1120, 2.4899, 1.8591], [3.4720, 3.0870, 0.2065], [0.7435, 0.6688, -3.7441], [1.2510, 2.2406, -3.5317], [-0.4936, 2.0022, -3.8004], [0.4031, -4.6714, -5.9435], [0.4184, -3.5939, -4.8514], [-1.0923, -3.0778, -4.6138], [-1.8876, -4.0135, -3.7531], [-1.2271, -4.2646, -2.4010], [0.2274, -4.8684, -2.5060], [0.9946, -4.0611, -3.5446], [2.4524, -4.1972, -3.6065], [0.0638, -6.3959, -2.8944], [0.8231, -4.8093, -1.0558], [1.0537, -2.3282, -5.5313], [0.5642, -5.6405, -5.4713], [1.2769, -4.7714, -6.5875], [-0.5239, -4.7387, -6.5128], [-1.4842, -3.0646, -5.6308], [-1.1528, -2.0660, -4.2128], [-2.3218, -4.8899, -4.2343], [-2.8855, -3.5796, -3.6895], [-1.8990, -4.7788, -1.7138], [-1.1725, -3.2501, -2.0062], [-0.3690, -7.1597, -2.2483], [1.0273, -6.8686, -3.0849], [-0.4663, -6.4151, -3.8466], [1.5925, -5.5813, -1.0633], [0.1526, -4.7954, -0.1965], [1.3011, -3.8499, -0.8581], [1.2432, -1.5404, -4.8022], [0.4217, -2.0025, -6.3575], [2.0071, -2.6050, -5.9813], [4.7606, -2.1030, -0.7662], [5.8474, -2.6119, -1.0294], [3.7311, -2.7454, -0.8582], [4.7683, -0.9153, -0.3703], [6.9420, 1.5736, 1.3127], [7.7533, 0.9380, 0.6137], [6.8778, 1.2603, 2.6750], [5.6795, 1.6784, 3.4026], [7.5921, 0.1727, 3.3245], [6.2536, 2.3271, 0.8997], [5.7077, 1.6550, 4.4920], [5.0141, 0.8699, 3.0999], [5.4376, 2.7047, 3.1266], [7.9140, 0.5166, 4.3074], [6.9172, -0.6714, 3.1826], [8.5051, 0.0377, 2.7445], [0.2881, -3.3314, 2.2265], [0.9655, -2.6886, 1.4256], [-1.0274, -3.3885, 2.2687], [-1.8369, -2.5146, 1.3652], [-1.8136, -3.9918, 3.3997], [0.7119, -3.8546, 3.0975], [-1.7489, -3.0859, 0.4411], [-1.2424, -1.6092, 1.2432], [-2.8536, -2.2470, 1.6531], [-2.0539, -3.2816, 4.1909], [-2.8139, -4.2576, 3.0579], [-1.4303, -4.9479, 3.7563], [6.3434, 2.5187, -2.1807], [6.1590, 4.2466, -2.6018], [4.6828, 4.5955, -2.5677], [3.8041, 3.5207, -3.6837], [6.6319, 4.2936, -3.5828], [6.7238, 4.8530, -1.8937], [4.6106, 5.6295, -2.9049], [4.2406, 4.3109, -1.6130], [-6.3346, 2.5984, -2.7665], [-4.7281, 2.4955, -2.2267], [-4.9175, 2.4996, -0.6929], [-5.7511, 3.9920, -0.1111], [-4.1932, 3.3708, -2.5954], [-4.1844, 1.5893, -2.4935], [-3.9781, 2.5628, -0.1436], [-5.3208, 1.5902, -0.2475], [4.1252, 5.1817, 3.0801], [2.8191, 4.3646, 4.0673], [3.1343, 4.2079, 5.6153], [3.9600, 2.7095, 5.8793], [2.6485, 3.3822, 3.6270], [1.9144, 4.9639, 3.9652], [2.2789, 4.3741, 6.2701], [3.8670, 4.9671, 5.8889], [5.1748, -0.8674, 7.4417], [5.1831, -1.6442, 6.0275], [4.2559, -1.1118, 5.1111], [3.2192, -1.8265, 4.1624], [2.7297, -1.1804, 2.9562], [3.7293, -3.3956, 3.9289], [4.6042, -3.8637, 2.8814], [5.9927, -3.1738, 2.9319], [1.9888, -2.0153, 5.2076], [1.0729, -0.8948, 5.4511], [1.4241, -0.4371, 6.8470], [4.1716, -1.1127, 7.7902], [5.9987, -1.2518, 8.0429], [5.2383, 0.2195, 7.3890], [6.2229, -1.5176, 5.7259], [5.1326, -2.7218, 6.1837], [4.7313, -4.9383, 3.0120], [4.0910, -3.8703, 1.9198], [6.0050, -2.2402, 2.3695], [6.5211, -3.2289, 3.8837], [6.4268, -4.0043, 2.3753], [0.9621, -0.1378, 4.6746], [0.0916, -1.3540, 5.5704], [2.3835, 0.0514, 7.0176], [0.7216, 0.2701, 7.2879], [1.6030, -1.3243, 7.4544], [-2.1585, 6.8565, -6.1283], [-2.1721, 5.4332, -5.5443], [-3.6174, 5.0398, -5.6513], [-4.0541, 3.7076, -6.3486], [-5.4942, 3.3720, -6.3218], [-3.3999, 3.8601, -7.8480], [-3.7713, 3.0907, -9.0665], [-2.4842, 2.6876, -9.7286], [-3.1752, 2.5317, -5.5360], [-2.6411, 1.3661, -6.0143], [-3.1889, 0.2221, -5.1867], [-2.7277, 7.4816, -5.4403], [-1.2521, 7.4309, -6.3196], [-2.6514, 6.8992, -7.0996], [-1.5024, 4.6449, -5.8880], [-1.9156, 5.3638, -4.4872], [-4.3915, 2.2562, -8.7394], [-4.3249, 3.8793, -9.5761], [-1.7070, 3.4511, -9.7602], [-1.9443, 1.9191, -9.1755], [-2.6676, 2.3603, -10.7520], [-2.9634, 1.3368, -7.0552], [-1.5515, 1.3848, -5.9911], [-4.2484, -0.0336, -5.2049], [-2.5928, -0.5183, -5.7202], [-2.7621, 0.3784, -4.1960], [-3.1419, 0.6401, 2.5335], [-3.4098, 0.0246, 3.8568], [-4.3573, -1.0784, 3.8701], [-5.5336, -1.2005, 5.0480], [-5.1252, -0.6086, 6.3570], [-6.8408, -0.3474, 4.5342], [-7.5862, -0.4824, 3.2697], [-9.0875, -0.7744, 3.5287], [-5.8702, -2.8022, 5.1459], [-6.6128, -3.4502, 6.1831], [-8.1005, -3.2039, 5.7727], [-2.8548, 1.6915, 2.5495], [-2.3481, 0.0550, 2.0691], [-4.0456, 0.6139, 1.9246], [-2.5419, -0.5867, 4.1043], [-3.4435, 0.7886, 4.6335], [-7.4401, 0.3925, 2.6363], [-7.2788, -1.2635, 2.5744], [-9.8423, 0.0085, 3.6024], [-9.4616, -1.4839, 2.7906], [-9.3275, -1.4006, 4.3879], [-6.5437, -4.5267, 6.0268], [-6.3924, -3.0989, 7.1911], [-8.7206, -4.0029, 6.1792], [-8.3143, -2.1865, 6.1003], [-8.2431, -3.2717, 4.6942]]}